The following is a DFT calculation (the ωB97M-V functional and the def2-TZVPD basis) of a 5-piece molecular cluster, C4H18O5 overall at a distorted geometry.

Element x y z (Å)
1 C 2.595 1.934 -0.512
2 C 1.634 3.110 -0.523
3 O 0.501 2.724 -1.161
4 H 3.401 2.268 0.142
5 H 3.005 1.541 -1.441
6 H 2.161 1.095 0.032
7 H 2.101 3.964 -1.013
8 H 1.373 3.413 0.491
9 H -0.006 3.488 -1.446
10 C -1.324 -2.945 0.869
11 C -0.194 -2.517 1.776
12 O -0.638 -1.317 2.388
13 H -1.184 -3.916 0.394
14 H -1.521 -2.215 0.085
15 H -2.265 -3.063 1.407
16 H 0.641 -2.407 1.084
17 H 0.073 -3.262 2.525
18 H -0.889 -0.765 1.644
19 O -3.254 0.163 0.250
20 H -2.303 0.263 0.287
21 H -3.589 1.060 0.245
22 O 0.227 -1.406 -1.875
23 H 0.733 -0.848 -2.465
24 H -0.644 -1.445 -2.270
25 O -0.372 0.336 0.051
26 H -0.052 1.120 -0.394
27 H -0.211 -0.375 -0.570

Properties
HOMO-LUMO gap: 9.6 eV
SMILES: CCO.CCO.O.O.O
Strongest force on any atom: 3.01 eV/Å
Energy relative to the best compared isomer or geometry (same formula, charge and spin): 0.422 eV

=====

The following is a DFT calculation (the ωB97M-V functional and the def2-TZVPD basis) of a 2-piece molecular cluster, ClHNO2P overall at a distorted geometry.

Element x y z (Å)
1 N 0.246 -0.610 0.082
2 O 0.593 -1.316 -0.842
3 O 1.770 1.065 0.003
4 P 3.230 0.987 -0.278
5 Cl 3.905 -0.868 0.251
6 H -0.048 0.381 -0.187

Properties
HOMO-LUMO gap: 7.4 eV
SMILES: O=PCl.N=O
Strongest force on any atom: 2.55 eV/Å
Energy relative to the best compared isomer or geometry (same formula, charge and spin): 0.152 eV

=====

The following is a DFT calculation (the ωB97M-V functional and the def2-TZVPD basis) of one molecule with the formula C4H9N3 at a distorted geometry.

Element x y z (Å)
1 C 0.643 -0.251 1.535
2 C 0.077 1.951 0.520
3 C 0.066 0.443 0.508
4 N -1.439 -1.148 -0.324
5 C 0.782 -0.523 -1.283
6 N -0.590 -0.087 -0.599
7 N 0.916 -1.676 -1.805
8 H -1.670 -1.975 -0.881
9 H -2.344 -0.797 -0.014
10 H 0.066 -2.218 -1.599
11 H 0.694 -1.334 1.546
12 H 1.144 0.268 2.343
13 H 1.466 0.301 -1.523
14 H 0.946 2.339 -0.019
15 H 0.066 2.346 1.539
16 H -0.824 2.361 0.056

Properties
HOMO-LUMO gap: 9.3 eV
SMILES: [H]/N=C\N(N)C(=C)C
Strongest force on any atom: 5.10 eV/Å
Energy relative to the best compared isomer or geometry (same formula, charge and spin): 3.839 eV

=====

The following is a DFT calculation (the ωB97M-V functional and the def2-TZVPD basis) of a 8-piece molecular cluster, H16O8 overall.

Element x y z (Å)
1 O -1.323 1.939 3.538
2 H -1.881 2.656 3.849
3 H -1.367 1.995 2.564
4 O 2.627 -3.033 -1.233
5 H 2.461 -2.259 -0.679
6 H 3.531 -3.285 -1.030
7 O 3.316 -0.533 0.083
8 H 4.267 -0.435 0.184
9 H 2.949 -0.223 0.919
10 O 0.193 -0.193 0.490
11 H 0.937 0.050 -0.070
12 H -0.336 0.610 0.546
13 O -2.211 -1.315 1.259
14 H -1.407 -0.971 0.839
15 H -2.662 -1.801 0.563
16 O -1.456 2.625 0.907
17 H -1.520 2.192 0.040
18 H -1.997 3.415 0.827
19 O -1.330 1.262 -1.578
20 H -2.238 1.178 -1.883
21 H -0.854 0.535 -2.015
22 O -0.048 -1.182 -2.486
23 H -0.531 -1.826 -3.011
24 H 0.880 -1.401 -2.623

Properties
HOMO-LUMO gap: 10.5 eV
SMILES: O.O.O.O.O.O.O.O
Strongest force on any atom: 0.47 eV/Å
Energy relative to the best compared isomer or geometry (same formula, charge and spin): 1.979 eV

=====

The following is a DFT calculation (the ωB97M-V functional and the def2-TZVPD basis) of C25H26BClMnN9S as an isolated structure at a distorted geometry.

Element x y z (Å)
1 Mn 0.812 -0.108 -1.085
2 C 0.662 -3.242 0.846
3 C 0.029 -2.012 1.407
4 C -0.447 -1.765 2.698
5 C -0.974 -0.492 2.646
6 N -0.822 -0.017 1.401
7 N -0.213 -0.952 0.634
8 B -1.362 1.327 0.818
9 N -0.133 2.274 0.656
10 C 0.145 3.520 1.064
11 C 1.402 3.869 0.618
12 C 1.854 2.754 -0.089
13 C 3.139 2.573 -0.827
14 N 0.924 1.794 -0.044
15 N -1.955 1.075 -0.601
16 C -3.190 1.380 -1.031
17 C -3.299 1.007 -2.353
18 C -2.053 0.463 -2.679
19 C -1.605 -0.119 -3.978
20 N -1.251 0.520 -1.616
21 N -2.479 1.818 1.715
22 C -2.802 3.005 2.294
23 C -4.015 2.860 2.909
24 C -4.392 1.521 2.654
25 C -5.637 0.824 3.092
26 N -3.468 0.912 1.935
27 H 0.035 -4.109 1.046
28 H 1.643 -3.425 1.289
29 H 0.774 -3.138 -0.234
30 H -0.400 -2.428 3.545
31 H -1.465 0.075 3.417
32 H -0.540 4.109 1.643
33 H 1.914 4.803 0.773
34 H 3.918 3.192 -0.387
35 H 3.033 2.868 -1.873
36 H 3.460 1.533 -0.792
37 H -3.923 1.829 -0.383
38 H -4.156 1.111 -2.997
39 H -2.142 0.349 -4.800
40 H -1.805 -1.192 -4.015
41 H -0.537 0.043 -4.124
42 H -2.174 3.874 2.235
43 H -4.561 3.600 3.469
44 H -6.230 1.478 3.727
45 H -5.397 -0.083 3.645
46 H -6.241 0.537 2.231
47 S 2.539 -4.193 -2.453
48 C 1.674 -3.833 -3.884
49 C 1.482 -2.501 -4.046
50 C 2.083 -1.759 -2.998
51 C 2.726 -2.524 -2.052
52 C 3.341 -2.121 -0.785
53 C 4.356 -2.878 -0.204
54 C 4.853 -2.506 1.031
55 C 4.326 -1.384 1.655
56 C 3.325 -0.683 1.011
57 N 2.840 -1.032 -0.180
58 H 1.333 -4.632 -4.524
59 H 0.976 -2.045 -4.884
60 H 4.746 -3.743 -0.725
61 H 5.638 -3.082 1.502
62 H 4.684 -1.064 2.623
63 H 2.870 0.190 1.467
64 Cl 2.134 -0.025 -3.054

Properties
HOMO-LUMO gap (spin up / spin down): 7.9 / 7.8 eV
2S+1: 6
Strongest force on any atom: 1.93 eV/Å
Charge: +1
Energy relative to the best compared isomer or geometry (same formula, charge and spin): 0.425 eV

=====

The following is a DFT calculation (the ωB97M-V functional and the def2-TZVPD basis) of one molecule with the formula C7H10N2.

Element x y z (Å)
1 C 0.674 0.038 0.910
2 C 1.648 0.461 1.970
3 C 0.373 -1.370 1.213
4 C 0.251 0.807 -0.129
5 C -0.588 -2.270 0.532
6 C 0.633 2.246 -0.156
7 C -0.587 0.324 -1.266
8 N 1.032 -1.754 2.253
9 N 1.775 -0.650 2.659
10 H -0.629 -3.219 1.059
11 H -1.583 -1.823 0.527
12 H -0.294 -2.456 -0.500
13 H -0.254 2.846 0.060
14 H 0.999 2.539 -1.140
15 H 1.387 2.448 0.600
16 H -1.553 -0.034 -0.916
17 H -0.091 -0.499 -1.781
18 H -0.758 1.123 -1.984
19 H 2.373 -0.773 3.462

Properties
HOMO-LUMO gap: 8.1 eV
Strongest force on any atom: 0.91 eV/Å
Energy relative to the best compared isomer or geometry (same formula, charge and spin): 2.745 eV

=====

Repeat the fifth record exactly.
The following is a DFT calculation (the ωB97M-V functional and the def2-TZVPD basis) of C25H26BClMnN9S as an isolated structure at a distorted geometry.

Element x y z (Å)
1 Mn 0.812 -0.108 -1.085
2 C 0.662 -3.242 0.846
3 C 0.029 -2.012 1.407
4 C -0.447 -1.765 2.698
5 C -0.974 -0.492 2.646
6 N -0.822 -0.017 1.401
7 N -0.213 -0.952 0.634
8 B -1.362 1.327 0.818
9 N -0.133 2.274 0.656
10 C 0.145 3.520 1.064
11 C 1.402 3.869 0.618
12 C 1.854 2.754 -0.089
13 C 3.139 2.573 -0.827
14 N 0.924 1.794 -0.044
15 N -1.955 1.075 -0.601
16 C -3.190 1.380 -1.031
17 C -3.299 1.007 -2.353
18 C -2.053 0.463 -2.679
19 C -1.605 -0.119 -3.978
20 N -1.251 0.520 -1.616
21 N -2.479 1.818 1.715
22 C -2.802 3.005 2.294
23 C -4.015 2.860 2.909
24 C -4.392 1.521 2.654
25 C -5.637 0.824 3.092
26 N -3.468 0.912 1.935
27 H 0.035 -4.109 1.046
28 H 1.643 -3.425 1.289
29 H 0.774 -3.138 -0.234
30 H -0.400 -2.428 3.545
31 H -1.465 0.075 3.417
32 H -0.540 4.109 1.643
33 H 1.914 4.803 0.773
34 H 3.918 3.192 -0.387
35 H 3.033 2.868 -1.873
36 H 3.460 1.533 -0.792
37 H -3.923 1.829 -0.383
38 H -4.156 1.111 -2.997
39 H -2.142 0.349 -4.800
40 H -1.805 -1.192 -4.015
41 H -0.537 0.043 -4.124
42 H -2.174 3.874 2.235
43 H -4.561 3.600 3.469
44 H -6.230 1.478 3.727
45 H -5.397 -0.083 3.645
46 H -6.241 0.537 2.231
47 S 2.539 -4.193 -2.453
48 C 1.674 -3.833 -3.884
49 C 1.482 -2.501 -4.046
50 C 2.083 -1.759 -2.998
51 C 2.726 -2.524 -2.052
52 C 3.341 -2.121 -0.785
53 C 4.356 -2.878 -0.204
54 C 4.853 -2.506 1.031
55 C 4.326 -1.384 1.655
56 C 3.325 -0.683 1.011
57 N 2.840 -1.032 -0.180
58 H 1.333 -4.632 -4.524
59 H 0.976 -2.045 -4.884
60 H 4.746 -3.743 -0.725
61 H 5.638 -3.082 1.502
62 H 4.684 -1.064 2.623
63 H 2.870 0.190 1.467
64 Cl 2.134 -0.025 -3.054

Properties
HOMO-LUMO gap (spin up / spin down): 7.9 / 7.8 eV
2S+1: 6
Strongest force on any atom: 1.93 eV/Å
Charge: +1
Energy relative to the best compared isomer or geometry (same formula, charge and spin): 0.425 eV

=====

Q: Which value of strongest force on any atom does entry 3 give?
A: 5.10 eV/Å

=====

Q: The highest energy relative to the best compared isomer or geometry (same formula, charge and spin) belongs to which entry?
A: C4H9N3

=====

Please write out number 3 again, unchanged.
The following is a DFT calculation (the ωB97M-V functional and the def2-TZVPD basis) of one molecule with the formula C4H9N3 at a distorted geometry.

Element x y z (Å)
1 C 0.643 -0.251 1.535
2 C 0.077 1.951 0.520
3 C 0.066 0.443 0.508
4 N -1.439 -1.148 -0.324
5 C 0.782 -0.523 -1.283
6 N -0.590 -0.087 -0.599
7 N 0.916 -1.676 -1.805
8 H -1.670 -1.975 -0.881
9 H -2.344 -0.797 -0.014
10 H 0.066 -2.218 -1.599
11 H 0.694 -1.334 1.546
12 H 1.144 0.268 2.343
13 H 1.466 0.301 -1.523
14 H 0.946 2.339 -0.019
15 H 0.066 2.346 1.539
16 H -0.824 2.361 0.056

Properties
HOMO-LUMO gap: 9.3 eV
SMILES: [H]/N=C\N(N)C(=C)C
Strongest force on any atom: 5.10 eV/Å
Energy relative to the best compared isomer or geometry (same formula, charge and spin): 3.839 eV